1.
{"formula": "C18H30N4O2", "method": "wB97M-V/def2-TZVPD", "symbols": ["C", "C", "C", "C", "N", "C", "C", "O", "N", "C", "C", "C", "C", "N", "C", "O", "C", "N", "C", "C", "C", "C", "C", "C", "H", "H", "H", "H", "H", "H", "H", "H", "H", "H", "H", "H", "H", "H", "H", "H", "H", "H", "H", "H", "H", "H", "H", "H", "H", "H", "H", "H", "H", "H"], "xyz": [[5.381, 3.637, -6.995], [3.917, 3.851, -7.364], [2.966, 3.679, -6.180], [2.898, 2.247, -5.658], [1.806, 2.119, -4.715], [1.686, 0.810, -4.119], [1.007, 0.915, -2.756], [1.043, 1.934, -2.101], [0.419, -0.247, -2.366], [-0.261, -0.537, -1.176], [-0.472, 0.406, -0.174], [-1.154, 0.051, 0.972], [-1.639, -1.244, 1.147], [-2.324, -1.537, 2.325], [-2.814, -2.720, 2.768], [-2.768, -3.780, 2.183], [-3.497, -2.569, 4.131], [-2.973, -1.430, 4.863], [-1.683, -1.699, 5.485], [-1.161, -0.449, 6.187], [0.230, -0.665, 6.777], [0.739, 0.581, 7.490], [-1.428, -2.187, 0.145], [-0.746, -1.831, -1.001], [6.020, 3.847, -7.850], [5.560, 2.611, -6.684], [5.669, 4.300, -6.182], [3.636, 3.152, -8.155], [3.798, 4.862, -7.759], [3.273, 4.343, -5.368], [1.958, 3.969, -6.483], [3.866, 1.956, -5.212], [2.696, 1.563, -6.491], [1.897, 2.804, -3.967], [1.113, 0.159, -4.791], [2.671, 0.332, -3.944], [0.471, -1.024, -3.011], [-0.102, 1.409, -0.300], [-1.315, 0.788, 1.745], [-2.438, -0.777, 2.989], [-3.395, -3.524, 4.667], [-4.561, -2.407, 3.934], [-3.632, -1.142, 5.580], [-0.987, -1.997, 4.695], [-1.741, -2.532, 6.206], [-1.854, -0.167, 6.984], [-1.131, 0.373, 5.469], [0.922, -0.935, 5.976], [0.197, -1.499, 7.481], [1.730, 0.408, 7.902], [0.796, 1.420, 6.800], [0.072, 0.854, 8.306], [-1.798, -3.190, 0.272], [-0.588, -2.570, -1.774]], "mulliken_charge": [-1.14, -0.46, -0.62, -0.63, -0.28, -0.70, 0.75, -0.67, -0.11, 0.70, -0.60, -0.79, 0.62, -0.16, 0.56, -0.68, -0.73, -0.43, -0.71, -0.51, -0.33, -1.29, -0.60, -0.75, 0.35, 0.31, 0.29, 0.30, 0.31, 0.28, 0.36, 0.38, 0.28, 0.25, 0.24, 0.27, 0.18, 0.50, 0.33, 0.18, 0.36, 0.41, 0.27, 0.26, 0.38, 0.31, 0.27, 0.33, 0.31, 0.38, 0.32, 0.33, 0.52, 0.29], "multiplicity": 1, "e_lumo_ev": 0.77, "orbital_gap_ha": 0.3186, "total_charge": 0, "homo_ev": -7.902, "relative_energy_kj_mol": 23.9, "smiles": "CCCCNCC(=O)Nc1ccc(NC(=O)CNCCCC)cc1"}


2.
{"formula": "C18H30N6O3", "method": "wB97M-V/def2-TZVPD", "symbols": ["C", "C", "O", "C", "C", "N", "C", "C", "N", "C", "C", "N", "C", "C", "C", "C", "N", "C", "C", "C", "O", "N", "C", "C", "O", "N", "C", "H", "H", "H", "H", "H", "H", "H", "H", "H", "H", "H", "H", "H", "H", "H", "H", "H", "H", "H", "H", "H", "H", "H", "H", "H", "H", "H", "H", "H", "H"], "xyz": [[-2.096, -2.721, -1.705], [-1.075, -3.750, -1.222], [-0.044, -3.200, -0.430], [-0.404, -2.840, 0.891], [0.131, -1.440, 1.216], [-0.420, -0.467, 0.312], [0.128, 0.001, -0.828], [1.474, -0.412, -1.310], [2.488, -0.152, -0.300], [3.757, -0.780, -0.626], [4.748, -0.558, 0.525], [4.950, 0.840, 0.852], [5.826, 1.556, -0.061], [7.290, 1.279, 0.270], [3.663, 1.461, 1.088], [2.679, 1.270, -0.071], [-0.666, 0.844, -1.468], [-1.785, 0.912, -0.717], [-1.671, 0.101, 0.403], [-2.723, -0.044, 1.357], [-2.723, -0.758, 2.346], [-3.825, 0.746, 1.014], [-4.978, 0.708, 1.899], [-3.965, 1.579, -0.089], [-4.983, 2.212, -0.267], [-2.903, 1.644, -0.966], [-2.979, 2.482, -2.141], [-1.593, -1.910, -2.227], [-2.656, -2.302, -0.871], [-2.798, -3.198, -2.384], [-1.584, -4.557, -0.677], [-0.557, -4.185, -2.081], [0.038, -3.559, 1.594], [-1.490, -2.850, 1.025], [1.217, -1.411, 1.112], [-0.168, -1.181, 2.234], [1.455, -1.490, -1.498], [1.671, 0.115, -2.258], [3.591, -1.852, -0.759], [4.174, -0.379, -1.567], [5.707, -1.013, 0.277], [4.355, -1.047, 1.422], [5.640, 1.310, -1.118], [5.638, 2.625, 0.068], [7.934, 1.909, -0.340], [7.548, 0.240, 0.079], [7.475, 1.492, 1.318], [3.807, 2.525, 1.286], [3.238, 0.997, 1.983], [1.715, 1.716, 0.183], [3.060, 1.775, -0.977], [-4.743, 0.027, 2.714], [-5.181, 1.707, 2.283], [-5.853, 0.361, 1.351], [-3.968, 2.934, -2.164], [-2.212, 3.255, -2.093], [-2.815, 1.877, -3.032]], "mulliken_charge": [-0.87, -0.41, -0.34, -0.59, -1.03, 0.39, 0.83, -1.79, 0.53, -0.56, -1.09, 0.17, -0.19, -1.40, -1.41, -0.25, -0.85, 1.53, -0.19, 0.15, -0.70, -0.04, -1.20, 0.70, -0.68, 0.00, -1.13, 0.14, 0.16, 0.48, 0.35, 0.35, 0.38, 0.47, 0.29, 0.44, 0.36, 0.29, 0.48, 0.26, 0.32, 0.37, 0.20, 0.41, 0.42, 0.32, 0.33, 0.46, 0.38, 0.38, 0.29, 0.38, 0.33, 0.33, 0.40, 0.32, 0.32], "multiplicity": 1, "e_lumo_ev": 0.71, "orbital_gap_ha": 0.3295, "total_charge": 0, "homo_ev": -8.261, "relative_energy_kj_mol": 0.0, "smiles": "CCOCCn1c(CN2CCN(CC)CC2)nc2c1c(=O)n(C)c(=O)n2C"}


3.
{"formula": "C18H30NO12S2Si", "method": "wB97M-V/def2-TZVPD", "symbols": ["C", "Si", "C", "C", "S", "O", "O", "N", "S", "O", "O", "O", "C", "O", "C", "C", "C", "C", "C", "C", "H", "H", "H", "H", "H", "H", "H", "H", "H", "H", "H", "H", "H", "H", "C", "C", "O", "C", "O", "O", "C", "H", "H", "H", "H", "H", "H", "H", "H", "C", "C", "O", "C", "O", "O", "C", "H", "H", "H", "H", "H", "H", "H", "H"], "xyz": [[4.624, -4.406, 0.283], [5.910, -3.027, -0.186], [7.437, -3.348, 0.955], [6.353, -3.003, -2.044], [4.979, -1.157, 0.508], [5.938, -0.050, 0.110], [4.944, -1.310, 2.034], [3.411, -0.998, -0.172], [2.475, 0.192, 0.607], [3.217, 1.088, 1.555], [1.927, 1.090, -0.502], [1.069, -0.468, 1.354], [1.139, -1.899, 1.261], [1.885, -2.491, 2.086], [0.379, -2.773, 0.180], [-0.464, -2.124, -0.950], [-1.176, -2.985, -2.028], [-1.034, -4.548, -1.956], [-0.225, -5.180, -0.798], [0.511, -4.333, 0.304], [5.158, -5.417, 0.299], [4.311, -4.147, 1.368], [3.722, -4.416, -0.419], [7.696, -4.465, 1.017], [7.076, -3.059, 2.017], [8.341, -2.702, 0.638], [5.547, -2.587, -2.735], [6.503, -4.110, -2.362], [7.387, -2.513, -2.220], [-0.560, -0.986, -0.998], [-1.779, -2.481, -2.858], [-1.529, -5.217, -2.749], [-0.146, -6.315, -0.720], [1.117, -4.833, 1.139], [-0.554, 1.871, 1.038], [-0.497, 3.272, 1.615], [-1.812, 3.847, 1.719], [-2.562, 3.400, 2.736], [-2.235, 2.583, 3.560], [-3.765, 4.010, 2.666], [-4.700, 3.548, 3.639], [-1.090, 1.869, 0.084], [0.455, 1.476, 0.881], [-1.088, 1.189, 1.703], [0.074, 3.916, 0.943], [0.008, 3.289, 2.585], [-4.288, 3.615, 4.648], [-4.998, 2.522, 3.411], [-5.583, 4.186, 3.584], [-5.342, 3.715, 0.346], [-4.040, 3.271, -0.293], [-4.283, 2.523, -1.494], [-4.630, 3.249, -2.568], [-4.745, 4.449, -2.612], [-4.852, 2.399, -3.589], [-5.327, 3.036, -4.773], [-6.002, 2.857, 0.509], [-5.156, 4.207, 1.303], [-5.883, 4.413, -0.297], [-3.510, 2.605, 0.388], [-3.379, 4.118, -0.495], [-4.665, 3.847, -5.080], [-6.342, 3.406, -4.614], [-5.350, 2.289, -5.568]], "mulliken_charge": [-0.88, 0.35, -0.92, -0.96, 1.04, -0.71, -0.65, -0.27, 0.93, -0.64, -0.69, -0.24, 0.33, -0.52, 0.51, -0.16, -0.50, -0.35, -0.42, -0.39, 0.39, 0.21, 0.23, 0.31, 0.25, 0.26, 0.30, 0.28, 0.27, 0.29, 0.32, 0.29, 0.28, 0.36, 0.24, -0.55, -0.29, 0.73, -0.55, -0.39, -0.82, 0.15, -0.44, 0.31, 0.31, 0.33, 0.37, 0.34, 0.27, -1.02, 0.27, -0.40, 0.71, -0.56, -0.33, -0.65, 0.31, 0.16, 0.39, 0.04, 0.32, 0.30, 0.28, 0.22], "multiplicity": 1, "e_lumo_ev": 1.82, "orbital_gap_ha": 0.2821, "total_charge": -1, "homo_ev": -5.856}


4.
{"formula": "C18H31Cl2N4O3PdS", "method": "wB97M-V/def2-TZVPD", "symbols": ["O", "C", "C", "C", "H", "C", "H", "C", "H", "C", "H", "C", "H", "H", "C", "C", "H", "H", "H", "C", "C", "H", "H", "H", "H", "Pd", "Cl", "Cl", "C", "O", "N", "C", "C", "H", "H", "H", "H", "H", "H", "H", "H", "H", "C", "C", "N", "H", "C", "O", "H", "H", "H", "H", "N", "C", "N", "S", "H", "H", "H", "H"], "xyz": [[-1.717, 1.023, 0.192], [-2.019, 2.120, -0.524], [-3.255, 1.790, -1.382], [-3.577, 0.488, -1.695], [-2.975, -0.321, -1.286], [-4.672, 0.220, -2.529], [-4.908, -0.813, -2.774], [-5.445, 1.262, -3.026], [-6.300, 1.057, -3.670], [-5.123, 2.586, -2.690], [-5.729, 3.408, -3.067], [-4.031, 2.853, -1.873], [-3.764, 3.880, -1.611], [-2.330, 2.896, 0.203], [0.144, 3.393, -0.408], [-0.854, 2.707, -1.286], [0.749, 4.103, -0.963], [0.830, 2.647, 0.032], [-0.373, 3.854, 0.414], [-0.752, 2.510, -2.661], [0.417, 2.924, -3.521], [-1.560, 1.950, -3.163], [0.076, 3.604, -4.293], [0.857, 2.044, -4.014], [1.198, 3.405, -2.926], [0.037, 0.136, 0.003], [-0.848, -1.622, -1.639], [1.140, 1.129, -1.669], [2.459, -1.453, -0.844], [1.818, -1.157, 0.269], [3.492, -2.227, -0.746], [4.233, -2.429, 0.504], [3.998, -2.889, -1.945], [2.130, -1.049, -1.834], [3.694, -1.937, 1.308], [5.248, -2.014, 0.408], [4.314, -3.509, 0.689], [3.261, -2.764, -2.751], [4.136, -3.955, -1.742], [4.955, -2.456, -2.262], [2.807, 2.293, 4.032], [0.526, 2.346, 5.541], [2.157, 2.841, 3.338], [0.026, 2.718, 4.637], [0.786, 2.342, 3.447], [2.499, 2.710, 2.314], [0.220, 1.629, 2.484], [0.916, 1.220, 1.504], [-0.977, 2.275, 4.560], [-0.872, 1.447, 2.570], [2.169, 3.906, 3.606], [-0.056, 3.811, 4.700], [-0.880, -4.350, 0.650], [0.065, -3.582, 1.107], [1.005, -3.908, 1.960], [0.001, -2.004, 0.742], [-0.914, -5.304, 0.912], [-1.614, -4.059, -0.001], [1.720, -3.270, 2.326], [1.071, -4.839, 2.294]], "mulliken_charge": [-0.84, 1.07, -0.72, -0.05, 0.28, -0.71, 0.38, -0.35, 0.34, -0.65, 0.35, -0.15, 0.33, 0.28, -1.16, -0.41, 0.32, 0.22, 0.49, 0.40, -1.35, 0.25, 0.42, 0.23, 0.29, 0.53, -0.56, -0.63, 0.03, -0.22, 0.42, -0.92, -1.01, 0.16, 0.21, 0.32, 0.29, 0.34, 0.32, 0.33, 0.31, 0.31, -1.00, -0.90, 0.31, 0.27, 0.36, -0.88, 0.28, 0.11, 0.34, 0.32, -0.36, 0.54, -0.38, -0.19, 0.17, 0.19, 0.15, 0.19], "multiplicity": 3, "e_lumo_ev": [2.41, 2.42], "orbital_gap_ha": [0.1790, 0.1754], "total_charge": -1, "homo_ev": [-2.456, -2.356], "relative_energy_kj_mol": 581.3}